{
  "formula": "C51H116N4O5PS",
  "method": "ωB97M-V/def2-TZVPD",
  "symbols": ["S", "O", "O", "O", "O", "C", "C", "C", "C", "P", "C", "C", "C", "C", "C", "C", "C", "C", "C", "C", "C", "C", "H", "H", "H", "H", "H", "H", "H", "H", "H", "H", "H", "H", "H", "H", "H", "H", "H", "H", "H", "H", "H", "H", "H", "H", "H", "H", "H", "H", "H", "H", "H", "H", "H", "H", "H", "H", "C", "C", "N", "C", "C", "C", "C", "C", "O", "C", "H", "H", "H", "H", "H", "H", "H", "H", "H", "H", "H", "H", "H", "H", "H", "H", "H", "H", "H", "H", "C", "C", "C", "C", "N", "C", "C", "C", "C", "C", "H", "H", "H", "H", "H", "H", "H", "H", "H", "H", "H", "H", "H", "H", "H", "H", "H", "H", "H", "H", "C", "C", "C", "C", "N", "C", "C", "C", "C", "C", "H", "H", "H", "H", "H", "H", "H", "H", "H", "H", "H", "H", "H", "H", "H", "H", "H", "H", "H", "H", "C", "C", "C", "C", "N", "C", "C", "C", "C", "C", "H", "H", "H", "H", "H", "H", "H", "H", "H", "H", "H", "H", "H", "H", "H", "H", "H", "H", "H", "H"],
  "xyz": [[20.107, 22.982, -12.392], [18.925, 22.304, -11.898], [20.740, 22.315, -13.472], [19.694, 24.304, -12.819], [21.104, 23.137, -11.312], [24.945, 19.822, -18.610], [24.107, 20.114, -19.843], [22.932, 21.033, -19.637], [21.741, 20.320, -18.882], [20.198, 21.142, -19.316], [18.789, 20.380, -18.582], [18.697, 18.823, -18.599], [17.740, 18.308, -17.585], [17.346, 16.853, -17.583], [20.219, 22.872, -18.874], [19.362, 23.812, -19.748], [19.612, 25.196, -19.317], [19.203, 25.660, -17.907], [19.940, 20.996, -21.149], [20.083, 19.581, -21.687], [20.137, 19.493, -23.220], [21.520, 19.907, -23.856], [25.632, 19.027, -18.901], [24.311, 19.450, -17.806], [25.572, 20.636, -18.246], [23.805, 19.185, -20.327], [24.744, 20.618, -20.569], [22.671, 21.506, -20.583], [23.198, 21.838, -18.952], [21.954, 20.460, -17.823], [21.754, 19.264, -19.153], [17.927, 20.904, -18.995], [18.867, 20.703, -17.544], [19.694, 18.426, -18.410], [18.364, 18.590, -19.610], [16.867, 18.912, -17.337], [18.296, 18.338, -16.648], [16.454, 16.754, -18.203], [17.001, 16.487, -16.616], [18.013, 16.215, -18.162], [21.238, 23.246, -18.970], [19.972, 22.921, -17.813], [18.313, 23.540, -19.631], [19.569, 23.757, -20.817], [19.138, 25.885, -20.015], [20.625, 25.559, -19.490], [19.086, 26.741, -17.829], [19.966, 25.371, -17.185], [18.293, 25.180, -17.544], [20.726, 21.681, -21.466], [18.947, 21.380, -21.385], [19.144, 19.102, -21.407], [20.803, 18.957, -21.157], [19.291, 20.033, -23.645], [19.957, 18.466, -23.537], [21.648, 19.645, -24.906], [22.380, 19.308, -23.556], [21.780, 20.958, -23.732], [13.485, 26.339, -11.151], [13.735, 25.426, -12.403], [12.959, 24.057, -12.410], [13.198, 23.421, -11.030], [11.443, 24.413, -12.470], [10.434, 23.177, -12.623], [13.322, 23.117, -13.598], [12.945, 23.637, -15.011], [13.555, 24.900, -15.160], [12.874, 25.603, -16.244], [13.837, 25.906, -10.215], [12.490, 26.670, -10.855], [14.013, 27.291, -11.219], [14.775, 25.166, -12.598], [13.402, 26.073, -13.215], [14.283, 23.313, -11.052], [12.787, 22.414, -10.955], [12.722, 23.935, -10.196], [11.370, 25.081, -13.328], [11.177, 25.043, -11.621], [9.386, 23.434, -12.468], [10.695, 22.421, -11.882], [10.392, 22.723, -13.613], [12.845, 22.145, -13.473], [14.397, 22.945, -13.546], [11.857, 23.685, -15.052], [13.386, 22.955, -15.738], [13.367, 26.575, -16.258], [11.838, 25.890, -16.064], [13.067, 25.115, -17.199], [26.087, 26.971, -9.053], [27.483, 26.665, -9.551], [27.579, 26.580, -11.053], [26.941, 25.237, -11.548], [26.279, 25.386, -12.914], [24.988, 26.293, -12.959], [25.283, 27.353, -14.132], [26.251, 26.526, -15.042], [27.170, 25.869, -14.117], [25.979, 23.971, -13.300], [26.195, 26.919, -7.970], [25.304, 26.273, -9.349], [25.849, 27.995, -9.341], [27.915, 25.762, -9.118], [28.105, 27.456, -9.133], [28.639, 26.462, -11.278], [27.070, 27.426, -11.514], [26.052, 25.003, -10.963], [27.707, 24.462, -11.512], [24.141, 25.702, -13.308], [24.903, 26.708, -11.954], [24.317, 27.635, -14.550], [25.813, 28.232, -13.766], [25.677, 25.785, -15.598], [26.743, 27.169, -15.772], [27.929, 25.203, -14.527], [27.824, 26.571, -13.599], [25.441, 24.023, -14.247], [25.383, 23.645, -12.447], [26.811, 23.269, -13.354], [16.592, 18.942, -5.439], [16.850, 20.285, -4.803], [17.892, 21.165, -5.566], [18.303, 22.390, -4.743], [19.260, 23.341, -5.447], [19.639, 24.451, -4.470], [20.022, 25.677, -5.298], [19.430, 25.482, -6.649], [18.593, 24.201, -6.591], [20.515, 22.593, -5.896], [15.941, 18.410, -4.745], [17.522, 18.388, -5.567], [16.211, 18.920, -6.460], [17.110, 20.032, -3.775], [15.992, 20.944, -4.667], [17.434, 21.463, -6.509], [18.736, 20.531, -5.834], [18.879, 22.140, -3.852], [17.485, 22.957, -4.299], [20.504, 24.221, -3.848], [18.766, 24.804, -3.921], [21.085, 25.876, -5.435], [19.785, 26.588, -4.748], [20.184, 25.386, -7.430], [18.816, 26.319, -6.981], [18.603, 23.672, -7.544], [17.560, 24.348, -6.275], [20.950, 22.223, -4.967], [21.216, 23.340, -6.268], [20.324, 21.812, -6.632], [17.755, 12.772, -11.223], [18.334, 13.659, -10.154], [19.794, 13.984, -10.381], [20.085, 14.989, -11.447], [21.511, 15.534, -11.462], [21.772, 16.139, -12.959], [22.246, 14.944, -13.770], [22.771, 13.935, -12.783], [22.615, 14.470, -11.371], [21.560, 16.726, -10.452], [17.959, 12.972, -12.275], [16.688, 12.679, -11.021], [18.147, 11.769, -11.049], [18.230, 13.217, -9.163], [17.804, 14.591, -9.957], [20.331, 13.058, -10.590], [20.154, 14.410, -9.445], [19.392, 15.826, -11.361], [19.969, 14.547, -12.437], [22.489, 16.960, -12.965], [20.763, 16.496, -13.165], [23.054, 15.203, -14.454], [21.487, 14.427, -14.359], [23.834, 13.755, -12.941], [22.127, 13.061, -12.886], [23.544, 14.945, -11.054], [22.340, 13.745, -10.605], [21.139, 16.281, -9.550], [20.910, 17.422, -10.982], [22.609, 17.015, -10.399]],
  "forces_ev_per_a": [[0.086, 2.380, 2.395], [-1.929, -2.022, 0.883], [1.711, -2.889, -3.730], [-0.729, 2.551, -0.996], [0.930, -0.177, 1.477], [-0.025, -0.732, -0.177], [0.739, 0.626, -0.402], [-0.733, 0.032, 0.957], [0.885, 0.845, -0.738], [-0.296, -0.802, -1.772], [-0.119, -0.491, 1.417], [-0.288, 1.369, -1.519], [0.437, -0.421, 2.934], [-1.478, -0.332, -2.031], [0.434, 0.157, -0.468], [-0.205, -1.173, 0.418], [-0.388, 3.249, 0.121], [0.398, -0.839, 0.247], [1.171, 0.283, 1.332], [-1.133, -0.468, -0.217], [1.685, -0.210, -0.463], [-0.255, -0.349, -0.078], [0.083, -0.113, 0.302], [0.141, -0.020, 0.215], [-0.338, 0.251, -0.111], [-0.172, -0.094, 0.059], [0.168, -0.104, -0.143], [-0.322, -0.193, -0.034], [0.352, 0.246, -0.233], [-0.368, -0.320, 0.149], [-0.373, 0.013, 0.155], [-0.239, -0.237, -0.049], [-0.225, 0.044, 0.380], [-0.078, -0.253, -0.213], [0.226, -0.505, -0.035], [-0.033, 0.320, -0.676], [0.228, 0.688, 0.338], [-0.366, -0.034, -0.121], [0.678, -0.100, 0.030], [0.547, -0.209, 0.773], [0.254, -0.229, 0.106], [-0.162, 0.192, 0.099], [-0.214, 0.143, 0.039], [0.292, -0.400, 0.051], [-0.653, -0.191, -0.210], [0.576, -0.723, 0.148], [-0.004, -0.101, -0.207], [0.033, 0.057, 0.158], [-0.219, 0.073, -0.178], [-0.169, 0.081, -0.803], [0.156, 0.299, 0.001], [-0.146, -0.168, -0.064], [0.570, 0.270, -0.336], [0.193, 0.390, -0.032], [0.005, -0.160, 0.262], [-0.991, 0.482, -0.397], [-0.148, -0.075, 1.198], [-0.110, 0.011, 0.012], [0.634, -0.781, 0.966], [-0.878, 0.844, 0.459], [-2.338, 0.828, 0.851], [0.655, -1.018, -1.446], [-0.758, -0.785, -1.228], [1.098, 0.768, 0.294], [0.441, 0.343, 0.031], [0.863, 0.293, 2.002], [-1.788, 0.277, -1.237], [1.699, 1.083, 0.611], [0.381, -0.187, -0.109], [-0.488, -0.416, -0.905], [0.345, -0.225, -0.585], [0.018, 0.125, 0.404], [-0.080, -0.867, -0.341], [0.016, 0.163, 0.961], [-0.077, -0.037, -0.649], [0.508, 0.638, -0.458], [-0.136, -0.141, -0.127], [0.314, -0.428, 0.193], [0.227, 0.585, 0.410], [-0.124, -0.111, -0.092], [0.610, 0.050, -0.028], [-0.186, 0.186, 0.468], [0.078, 0.220, 0.152], [-0.053, 0.027, -0.514], [-0.386, -0.372, -0.060], [0.237, -0.047, -0.277], [-0.287, -0.858, 0.183], [-0.373, -0.134, 0.043], [0.467, -0.141, 0.679], [-0.015, 0.081, 0.247], [0.023, -1.565, -0.131], [-0.671, 2.527, 0.051], [1.689, -1.633, -2.257], [1.713, 0.691, -1.179], [0.450, -1.685, 1.217], [-1.820, 1.091, -0.660], [1.452, 1.239, 2.714], [-1.654, -0.017, 0.736], [-0.602, 0.209, 0.119], [0.002, 0.048, -0.119], [-0.342, -0.069, 0.047], [-0.244, -0.282, 0.097], [0.257, 0.123, -0.408], [0.003, 0.799, -0.547], [0.397, 0.148, -0.171], [0.393, -0.359, 0.444], [-0.433, -0.185, -0.424], [0.089, -0.281, 0.661], [-0.401, -0.063, -0.242], [0.292, 0.007, -0.255], [-0.143, 0.006, 0.096], [-0.046, -0.011, -0.163], [0.147, -0.113, 0.082], [-0.818, -0.983, 0.166], [-0.083, 0.664, -0.296], [-0.171, -0.476, 0.282], [-0.671, -0.582, -0.614], [0.458, 0.745, -0.103], [-0.063, -0.255, -0.345], [0.553, 1.062, -0.111], [-0.424, -0.395, 0.724], [0.895, -0.223, 0.121], [-0.515, 0.894, -0.436], [0.796, 0.977, -0.499], [1.325, 0.692, 0.485], [-1.055, 0.001, -1.347], [0.546, -0.643, 0.260], [-0.215, 1.102, 0.697], [-0.064, -0.361, -0.435], [0.203, -0.066, 0.524], [-0.558, 0.436, 0.121], [0.695, 0.398, 0.096], [-0.554, -0.398, -0.284], [-0.043, 0.165, -0.062], [0.213, 0.165, 0.166], [0.046, -0.635, 0.005], [-0.291, 0.175, -0.683], [-0.536, -0.710, 0.282], [-0.069, -0.929, 0.255], [0.331, -0.793, 0.230], [-0.820, -0.056, -0.156], [0.073, -0.134, 0.111], [-0.164, -0.083, 0.065], [0.050, -0.253, 0.182], [0.098, 0.078, 0.120], [-0.051, -0.416, -0.179], [-0.157, -0.099, -0.320], [-0.179, 0.319, 0.150], [-0.607, -0.971, 0.639], [0.188, 0.857, 0.159], [0.679, -0.080, 0.956], [0.321, -0.287, -1.140], [0.988, 1.421, -1.084], [-1.281, -0.907, 1.305], [0.092, 0.364, -0.442], [-0.023, -0.859, 0.895], [-0.645, 0.809, 0.402], [0.045, -2.221, -1.715], [-0.114, 0.578, 0.142], [-0.111, 0.026, -0.528], [0.087, -0.155, -0.085], [0.188, -0.599, -0.158], [-0.293, 0.296, -0.669], [0.108, -0.073, 0.165], [0.326, -0.216, 0.230], [0.246, 0.230, -0.114], [-0.283, -0.018, -0.030], [-0.085, -0.102, 0.585], [0.313, 0.290, -0.531], [-0.244, 0.344, -0.050], [-0.237, 0.586, -0.052], [-0.272, -0.625, -0.098], [0.699, -0.448, 0.027], [-0.244, 0.357, 0.109], [0.058, -0.009, -0.214], [0.205, 0.721, 0.192], [0.199, 0.515, 0.791], [-0.327, 0.287, 0.308]],
  "lowdin_charge": [-0.0220, -0.4925, -0.4712, -0.4844, -0.5209, -0.0975, -0.2763, -0.2422, -0.2406, 0.9900, -0.2667, -0.2273, -0.2915, -0.1095, -0.2462, -0.2506, -0.2932, -0.0839, -0.2473, -0.2502, -0.2146, -0.0912, 0.0774, 0.0689, 0.0785, 0.1114, 0.1140, 0.0986, 0.1096, 0.1104, 0.0867, 0.1110, 0.1083, 0.1103, 0.1005, 0.1208, 0.1088, 0.0706, 0.0781, 0.0787, 0.1032, 0.1160, 0.1182, 0.1123, 0.1103, 0.1143, 0.0770, 0.0743, 0.0755, 0.0781, 0.1093, 0.0893, 0.1063, 0.1090, 0.1062, 0.0689, 0.0638, 0.0620, -0.0642, -0.1078, -0.2183, 0.0140, -0.1230, -0.0324, -0.0504, -0.2063, -0.2063, -0.0577, 0.0652, 0.0769, 0.0893, 0.1418, 0.1110, 0.1178, 0.0952, 0.1062, 0.1139, 0.1133, 0.0850, 0.0683, 0.0681, 0.1292, 0.1424, 0.1082, 0.1388, 0.0927, 0.0923, 0.0955, -0.1027, -0.2760, -0.1804, -0.1015, -0.2396, -0.0020, -0.0918, -0.1715, -0.1171, -0.0072, 0.0794, 0.0690, 0.0842, 0.1162, 0.1178, 0.1176, 0.1123, 0.1205, 0.1414, 0.1402, 0.1183, 0.1178, 0.1098, 0.1157, 0.1313, 0.1438, 0.1188, 0.1085, 0.1145, 0.1108, -0.1128, -0.2578, -0.1689, -0.1289, -0.2391, -0.1006, -0.1765, -0.1583, -0.0447, 0.0516, 0.0814, 0.0739, 0.0755, 0.1123, 0.1098, 0.1223, 0.1054, 0.1347, 0.1347, 0.1402, 0.1396, 0.1175, 0.1247, 0.1271, 0.1282, 0.1424, 0.1320, 0.1097, 0.1117, 0.1101, -0.0931, -0.2606, -0.2112, -0.1384, -0.2290, -0.0339, -0.1646, -0.1552, -0.0872, 0.0712, 0.0758, 0.0824, 0.0825, 0.1194, 0.1124, 0.1208, 0.1150, 0.1428, 0.1289, 0.1370, 0.1247, 0.1220, 0.1183, 0.1284, 0.1217, 0.1336, 0.1230, 0.0957, 0.1101, 0.1070],
  "energy_ha": -3346.4418,
  "de_lowest_kj_mol": 769.02,
  "e_homo_ev": -8.46,
  "gap_ev": 4.063,
  "charge": 3,
  "spin_multiplicity": 1
}